Formula: C21H55BF4N5O9Zn
Source: the OMol25 dataset
Level of theory: ωB97M-V/def2-TZVPD

Properties
Total energy in a.u.: -3987.68928
Charge: +1
LUMO energy in eV: -2.38
Max |F| in eV/A: 2.22

Positions of all 96 atoms, in Å:
Zn (-0.7127, -1.5475, -1.5900)
B (1.2105, 0.0835, -0.3803)
F (1.2040, -1.2261, -0.8683)
F (1.7707, 0.9589, -1.2853)
F (-0.1376, 0.3868, -0.2557)
F (1.9646, 0.1000, 0.7935)
C (3.6414, 0.6355, -4.0388)
O (2.5117, 0.1759, -4.2780)
N (4.6087, 0.6438, -4.9846)
N (3.9634, 1.3475, -2.9505)
H (5.5522, 0.6613, -4.6347)
H (4.4280, 0.4215, -5.9475)
H (3.2742, 1.4258, -2.2169)
H (4.9229, 1.5177, -2.7011)
C (3.6917, 4.4093, 2.9637)
O (2.3879, 4.4902, 2.3592)
C (2.0791, 3.4155, 1.4664)
C (0.9273, 3.7827, 0.5372)
N (-0.3360, 3.8838, 1.2562)
C (-1.4678, 3.9503, 0.3915)
C (-2.8436, 3.9866, 1.1220)
O (-3.7664, 3.0861, 0.5866)
C (-5.1146, 3.2178, 0.9775)
H (4.3903, 4.1910, 2.1519)
H (3.7476, 3.5942, 3.6885)
H (3.9402, 5.3493, 3.4496)
H (1.9098, 2.5174, 2.0665)
H (2.9915, 3.2713, 0.8792)
H (0.8217, 3.1489, -0.3465)
H (1.1785, 4.8093, 0.2577)
H (-0.5096, 3.1052, 1.8807)
H (-1.5076, 3.1052, -0.3116)
H (-1.4425, 4.8071, -0.2854)
H (-3.2487, 4.9856, 0.9300)
H (-2.7348, 3.8420, 2.2001)
H (-5.2444, 3.1010, 2.0552)
H (-5.7499, 2.4877, 0.4769)
H (-5.4444, 4.1915, 0.6043)
C (-2.6948, 1.4090, 4.3396)
O (-1.5169, 1.5801, 3.5718)
C (-1.1746, 0.4393, 2.8001)
C (-0.3734, -0.5869, 3.5632)
N (0.3059, -1.5316, 2.6580)
C (1.0640, -2.5194, 3.4037)
C (1.6293, -3.6978, 2.5371)
O (2.6471, -3.3288, 1.6404)
C (3.9413, -3.1309, 2.2007)
H (-3.1430, 0.4136, 4.2894)
H (-3.4996, 2.1007, 4.0845)
H (-2.4418, 1.5509, 5.3921)
H (-0.5363, 0.9385, 2.0657)
H (-2.0036, 0.0775, 2.1856)
H (-0.9996, -1.1028, 4.2938)
H (0.3701, -0.0520, 4.1609)
H (1.0051, -1.0744, 2.0831)
H (0.3754, -3.0886, 4.0330)
H (1.8712, -2.0545, 3.9750)
H (0.7456, -3.9461, 1.9429)
H (1.8944, -4.5774, 3.1266)
H (4.4018, -4.0097, 2.6545)
H (3.8782, -2.4023, 3.0159)
H (4.5664, -2.6226, 1.4698)
C (1.2906, -4.2864, -1.4566)
O (0.4991, -3.2662, -2.1287)
C (0.9991, -3.0226, -3.4687)
C (0.1245, -1.9785, -4.1268)
N (0.0800, -0.7398, -3.3277)
C (-0.8969, 0.2747, -3.7970)
C (-2.3237, -0.1466, -3.3832)
O (-2.3209, -0.2524, -1.9467)
C (-3.0603, 0.7312, -1.2605)
H (2.2403, -3.8163, -1.2089)
H (1.4008, -5.1467, -2.1178)
H (0.6795, -4.6033, -0.6144)
H (0.8659, -3.9735, -3.9852)
H (2.0177, -2.6329, -3.4297)
H (-0.8740, -2.3932, -4.2808)
H (0.4437, -1.7161, -5.1384)
H (0.9746, -0.2737, -3.4944)
H (-0.8577, 0.4871, -4.8672)
H (-0.7275, 1.2134, -3.2680)
H (-2.4758, -1.1613, -3.7573)
H (-3.1611, 0.4326, -3.7685)
H (-4.1317, 0.6065, -1.4420)
H (-2.8169, 1.7309, -1.6231)
H (-2.9635, 0.7418, -0.1770)
C (-2.2639, -2.9033, 0.3952)
C (-2.4504, -3.7630, -0.8506)
O (-2.2962, -2.9633, -2.0505)
O (-1.0091, -2.2737, 0.2647)
H (-2.3168, -3.5070, 1.3046)
H (-3.1327, -2.2583, 0.5583)
H (-3.3946, -4.3057, -0.8132)
H (-1.6574, -4.5129, -0.8531)
H (-3.0733, -3.2621, -2.5319)
H (-0.5803, -2.1565, 1.1390)

Formula: C26H32CoNO4S2
Source: the OMol25 dataset
Level of theory: ωB97M-V/def2-TZVPD

Properties
Total energy in a.u.: -3544.52450
Multiplicity: 5
LUMO energy (alpha / beta) in eV: -0.44 / -2.37
<S²>: 6.042
Max |F| in eV/A: 6.63

Positions of all 66 atoms, in Å:
O (0.3124, -0.2399, -5.2274)
C (0.1294, 1.0552, -5.9024)
C (0.0116, 0.4939, -7.2905)
H (0.9911, 1.7294, -5.8383)
H (-0.7784, 1.5651, -5.5732)
C (0.1558, -0.8433, -6.5474)
H (0.8785, 0.7112, -7.8994)
H (-0.9550, 0.6631, -7.7591)
C (1.3711, -1.6164, -7.0059)
H (2.2963, -1.0481, -6.9078)
H (1.2248, -1.8990, -8.0567)
H (1.4958, -2.5383, -6.4291)
C (-1.1008, -1.6698, -6.6995)
H (-2.0033, -1.1155, -6.4259)
H (-1.0617, -2.5846, -6.1040)
H (-1.2035, -1.9708, -7.7507)
Co (-0.1806, -1.0054, 2.1696)
C (-2.4046, -0.9649, 2.8335)
C (-2.4363, 0.3829, 3.2741)
C (-2.1774, 1.2428, 2.1685)
H (-2.7168, 0.6835, 4.2808)
C (-2.0303, 0.4492, 0.9964)
C (-2.1941, -0.9342, 1.3876)
H (-2.4175, -1.7544, 0.7098)
H (-2.6615, -1.8449, 3.4341)
H (-2.1583, 2.3234, 2.1692)
H (-1.8985, 0.8345, -0.0117)
C (0.8262, -2.3611, 3.2154)
C (-0.2471, -2.9078, 2.4533)
C (-0.0140, -2.5848, 1.0684)
H (-1.0478, -3.5225, 2.8331)
C (1.1999, -1.8296, 0.9912)
C (1.7254, -1.7214, 2.3184)
H (2.6869, -1.2982, 2.5711)
H (0.9848, -2.4859, 4.2761)
H (-0.5937, -2.9257, 0.2149)
H (1.6728, -1.4593, 0.0837)
O (1.3987, 0.6227, -2.1366)
C (0.1234, -0.1541, -2.1649)
C (-1.0373, 0.7481, -2.6501)
H (-0.0558, -0.5797, -1.1438)
H (0.2711, -0.9732, -2.8780)
C (-0.2490, 2.0010, -3.0636)
H (-1.6785, 1.0634, -1.8086)
H (-1.6352, 0.2719, -3.4317)
C (0.8905, 1.9949, -2.0237)
H (-0.8133, 2.9289, -3.1822)
H (0.1884, 1.7251, -4.0206)
H (0.4464, 2.1636, -1.0176)
H (1.6891, 2.7181, -2.1763)
O (-2.1136, 1.8952, 6.2641)
S (-0.9245, 2.5387, 5.7579)
O (-0.7561, 3.9475, 6.0103)
N (-0.6709, 2.1756, 4.1757)
C (0.4154, 1.4671, 3.9381)
S (0.7675, 1.0137, 2.3055)
C (1.1524, 1.0737, 5.1550)
C (2.2320, 0.1987, 5.3600)
C (2.6322, -0.1004, 6.6689)
C (1.9372, 0.4296, 7.7682)
C (0.8509, 1.2828, 7.5610)
C (0.4851, 1.5991, 6.2646)
H (2.7407, -0.2167, 4.4841)
H (3.4888, -0.7558, 6.8193)
H (2.2536, 0.1853, 8.7752)
H (0.2891, 1.7271, 8.3693)

Formula: C10H12N3
Source: the OMol25 dataset
Level of theory: ωB97M-V/def2-TZVPD

Properties
Total energy in a.u.: -552.10402
Charge: +1
LUMO energy (alpha / beta) in eV: -4.60 / -4.60
Max |F| in eV/A: 6.14

Positions of all 25 atoms, in Å:
C (3.3345, 1.8377, 0.6616)
C (2.0187, 2.1075, 1.0485)
C (3.7784, 0.5299, 0.6460)
C (1.1463, 1.1743, 1.2596)
C (2.9281, -0.5159, 0.9482)
C (1.5828, -0.1646, 1.1468)
C (-0.5385, -0.1053, -0.4545)
C (-1.4613, -2.0032, 0.4604)
C (-2.4981, -1.3776, -0.3681)
C (-2.4782, 0.6290, -1.8933)
N (0.6613, -1.2925, 1.1878)
N (-0.4071, -1.2461, 0.4420)
N (-1.7495, -0.2593, -0.9708)
H (3.7798, 2.6733, 0.2975)
H (1.8077, 3.1474, 1.1787)
H (4.6899, 0.3618, 0.2999)
H (0.0317, 1.3432, 1.4908)
H (-1.4662, -2.7886, 1.2694)
H (3.2991, -1.4591, 1.0879)
H (-3.0376, -2.0522, -1.1423)
H (-3.2911, -1.0235, 0.1645)
H (-3.4052, 0.0383, -2.0612)
H (-2.8161, 1.5211, -1.4032)
H (-1.9660, 0.9210, -2.7908)
H (0.8017, -1.8682, 1.9502)

Formula: C38H47N6O3Si3Ti
Source: the OMol25 dataset
Level of theory: ωB97M-V/def2-TZVPD

Properties
Total energy in a.u.: -3748.68549
Multiplicity: 2
LUMO energy (alpha / beta) in eV: -0.71 / -0.69
<S²>: 0.753
Max |F| in eV/A: 0.68

Positions of all 98 atoms, in Å:
Ti (0.3260, -0.3264, 0.2244)
O (3.7467, -1.2712, -1.8488)
C (2.6307, -0.9678, -1.4755)
N (2.2662, -0.4966, -0.2491)
C (2.9352, -1.1680, 0.8126)
C (4.1749, -0.8250, 1.3258)
C (4.7444, -1.6183, 2.3134)
C (4.0799, -2.7596, 2.7463)
C (2.8365, -3.1042, 2.2348)
C (2.2323, -2.2881, 1.2777)
N (0.8879, -2.4173, 0.8245)
C (0.4270, -3.6812, 0.7122)
O (1.0889, -4.7157, 0.7618)
C (-1.0770, -3.8759, 0.6742)
C (-1.5908, -4.9156, 1.4520)
C (-2.9509, -5.1490, 1.4428)
C (-3.7585, -4.3671, 0.6260)
C (-3.1542, -3.3786, -0.1271)
N (-1.8464, -3.1159, -0.0953)
C (1.4497, -1.2609, -2.3770)
C (1.6629, -1.7115, -3.6686)
C (0.5759, -2.1224, -4.4163)
C (-0.6825, -2.0883, -3.8362)
C (-0.8068, -1.6309, -2.5382)
N (0.2350, -1.2079, -1.8185)
H (4.6820, 0.0457, 0.9311)
H (5.7153, -1.3662, 2.7204)
H (4.5387, -3.3955, 3.4940)
H (2.3358, -3.9955, 2.5806)
H (-0.9068, -5.5210, 2.0291)
H (-3.3782, -5.9401, 2.0462)
H (-4.8267, -4.5267, 0.5639)
H (-3.7501, -2.7581, -0.7907)
H (2.6796, -1.7396, -4.0335)
H (0.7068, -2.4780, -5.4301)
H (-1.5622, -2.4222, -4.3685)
H (-1.7639, -1.6295, -2.0420)
C (0.8473, 2.0419, 2.7407)
O (0.4528, 1.6490, 1.4342)
Si (-0.3048, 2.7290, 0.3310)
C (-2.1336, 2.8798, 0.7937)
C (0.3423, 4.4480, 0.7372)
C (0.1171, 1.8376, -1.1823)
Si (1.8576, 2.4466, -1.6512)
C (2.7371, 1.5681, -3.0854)
C (3.0956, 2.4657, -0.2102)
C (1.8962, 4.2405, -2.2822)
Si (-1.0152, 2.2625, -2.6039)
C (-2.7165, 1.4133, -2.7355)
C (-0.2985, 1.8761, -4.3040)
C (-1.5535, 4.0786, -2.6160)
H (1.1692, 3.0833, 2.7361)
H (1.6901, 1.4335, 3.0592)
H (0.0281, 1.9212, 3.4545)
H (-2.3563, 3.9234, 1.0308)
H (-2.3811, 2.2888, 1.6810)
H (-2.8110, 2.5774, -0.0046)
H (-0.0029, 4.7288, 1.7374)
H (-0.1153, 5.1563, 0.0410)
H (1.4221, 4.5755, 0.6942)
H (2.1359, 0.8794, -3.6713)
H (3.6236, 1.0320, -2.7457)
H (3.0714, 2.3522, -3.7714)
H (4.0029, 1.9535, -0.5416)
H (2.7583, 1.9622, 0.6940)
H (3.3747, 3.4914, 0.0425)
H (1.5002, 4.3300, -3.2955)
H (2.9570, 4.5109, -2.3303)
H (1.3969, 4.9794, -1.6559)
H (-2.6981, 0.3295, -2.8666)
H (-3.1410, 1.8268, -3.6557)
H (-3.4112, 1.6676, -1.9311)
H (-0.0559, 0.8137, -4.3993)
H (0.5955, 2.4428, -4.5598)
H (-1.0649, 2.1080, -5.0499)
H (-1.9943, 4.3803, -1.6602)
H (-2.3236, 4.2239, -3.3796)
H (-0.7375, 4.7659, -2.8336)
C (-4.0568, 0.0067, 0.3066)
C (-4.4563, -0.2186, 1.6095)
C (-3.5049, -0.5558, 2.5592)
C (-2.1712, -0.6471, 2.1832)
N (-1.7857, -0.3913, 0.9271)
C (-2.7087, -0.0993, 0.0152)
C (-1.1057, -1.0289, 3.1448)
C (-1.4058, -1.6789, 4.3342)
C (-0.3700, -1.9877, 5.2028)
C (0.9178, -1.6273, 4.8600)
C (1.1303, -1.0044, 3.6390)
N (0.1462, -0.7308, 2.7857)
H (-4.7553, 0.2703, -0.4754)
H (-5.4967, -0.1323, 1.8950)
H (-3.7974, -0.7239, 3.5844)
H (-2.3355, 0.0906, -0.9787)
H (-2.4196, -1.9612, 4.5765)
H (-0.5742, -2.5033, 6.1321)
H (1.7598, -1.8367, 5.5049)
H (2.1297, -0.7245, 3.3305)

Please write out number 3 again, unchanged.
Formula: C10H12N3
Source: the OMol25 dataset
Level of theory: ωB97M-V/def2-TZVPD

Properties
Total energy in a.u.: -552.10402
Charge: +1
LUMO energy (alpha / beta) in eV: -4.60 / -4.60
Max |F| in eV/A: 6.14

Positions of all 25 atoms, in Å:
C (3.3345, 1.8377, 0.6616)
C (2.0187, 2.1075, 1.0485)
C (3.7784, 0.5299, 0.6460)
C (1.1463, 1.1743, 1.2596)
C (2.9281, -0.5159, 0.9482)
C (1.5828, -0.1646, 1.1468)
C (-0.5385, -0.1053, -0.4545)
C (-1.4613, -2.0032, 0.4604)
C (-2.4981, -1.3776, -0.3681)
C (-2.4782, 0.6290, -1.8933)
N (0.6613, -1.2925, 1.1878)
N (-0.4071, -1.2461, 0.4420)
N (-1.7495, -0.2593, -0.9708)
H (3.7798, 2.6733, 0.2975)
H (1.8077, 3.1474, 1.1787)
H (4.6899, 0.3618, 0.2999)
H (0.0317, 1.3432, 1.4908)
H (-1.4662, -2.7886, 1.2694)
H (3.2991, -1.4591, 1.0879)
H (-3.0376, -2.0522, -1.1423)
H (-3.2911, -1.0235, 0.1645)
H (-3.4052, 0.0383, -2.0612)
H (-2.8161, 1.5211, -1.4032)
H (-1.9660, 0.9210, -2.7908)
H (0.8017, -1.8682, 1.9502)